This record from the Open Molecules 2025 dataset describes C31H66As2BBrCoF2GeNOSeSi as an isolated structure. The level of theory is ωB97M-V/def2-TZVPD.

Each line ends with the Mulliken spin population.
Cartesian coordinates (Å):
Co1 0.828 0.641 -0.051  1.227
C1 -2.179 4.628 2.203  0.002
As1 -1.315 2.893 1.911  0.027
C2 -1.701 2.109 3.659  -0.002
C3 -2.753 2.045 0.865  -0.036
C4 -4.021 1.883 1.418  -0.003
C5 -5.036 1.260 0.712  0.001
C6 -4.800 0.790 -0.571  0.000
C7 -3.551 0.958 -1.150  0.010
C8 -2.530 1.588 -0.443  0.022
As2 -0.792 1.791 -1.271  -0.092
C9 -1.055 1.294 -3.131  -0.006
C10 -0.572 3.716 -1.503  -0.017
H1 -3.197 4.509 2.574  0.000
H2 -2.203 5.185 1.267  0.000
H3 -1.596 5.193 2.929  0.000
H4 -2.716 2.332 3.983  0.000
H5 -1.001 2.528 4.384  0.000
H6 -1.558 1.029 3.612  -0.001
H7 -4.221 2.233 2.425  0.000
H8 -6.012 1.136 1.167  0.000
H9 -5.588 0.298 -1.127  0.000
H10 -3.382 0.588 -2.151  0.000
H11 -1.824 1.904 -3.600  -0.002
H12 -1.310 0.242 -3.216  0.003
H13 -0.105 1.470 -3.636  0.001
H14 -1.517 4.141 -1.837  -0.003
H15 0.186 3.888 -2.265  -0.001
H16 -0.265 4.184 -0.573  0.001
C11 -3.196 -3.625 0.935  0.001
C12 -3.390 -3.109 2.370  -0.001
C13 -3.902 -1.663 2.240  0.002
C14 -4.485 -3.956 3.042  0.000
Si1 -1.754 -3.231 3.358  -0.003
Br1 -0.511 -1.489 2.542  0.033
C15 -1.937 -2.852 5.224  0.000
C16 -2.426 -4.101 5.976  0.000
C17 -2.952 -1.720 5.456  0.000
C18 -0.617 -2.381 5.860  0.000
C19 -0.705 -4.785 2.971  0.001
C20 0.484 -4.893 3.938  0.000
C21 -0.111 -4.759 1.552  -0.001
C22 -1.561 -6.055 3.116  0.000
H17 -4.124 -3.463 0.375  0.000
H18 -2.980 -4.694 0.899  0.000
H19 -2.398 -3.090 0.411  -0.001
H20 -4.844 -1.682 1.679  0.000
H21 -3.204 -1.032 1.684  -0.002
H22 -4.102 -1.184 3.199  0.000
H23 -5.379 -3.952 2.409  0.000
H24 -4.777 -3.560 4.017  0.000
H25 -4.189 -5.000 3.177  0.000
H26 -3.346 -4.517 5.556  0.000
H27 -2.637 -3.829 7.017  0.000
H28 -1.673 -4.894 5.996  0.000
H29 -3.969 -2.002 5.177  0.000
H30 -2.682 -0.811 4.910  0.000
H31 -2.965 -1.473 6.523  0.000
H32 0.194 -3.103 5.763  0.000
H33 -0.786 -2.217 6.931  0.000
H34 -0.286 -1.435 5.427  0.000
H35 1.117 -4.000 3.906  0.000
H36 1.102 -5.749 3.642  0.000
H37 0.176 -5.060 4.973  0.000
H38 0.519 -3.882 1.387  0.000
H39 -0.867 -4.778 0.768  0.001
H40 0.515 -5.649 1.424  0.000
H41 -2.000 -6.158 4.113  0.000
H42 -0.929 -6.934 2.946  0.000
H43 -2.371 -6.093 2.384  0.000
F1 0.749 -2.087 -0.666  0.013
B1 0.013 -0.964 -0.757  -0.218
F2 -1.185 -1.162 -1.322  0.007
C23 3.092 -1.638 1.547  -0.007
N1 3.314 -0.566 2.515  0.007
C24 4.458 -0.701 3.420  0.000
C25 2.550 0.521 2.532  0.027
C26 2.843 1.595 3.543  0.001
O1 1.579 0.674 1.756  -0.031
H44 3.236 -2.599 2.039  0.000
H45 3.799 -1.556 0.718  0.000
H46 2.076 -1.601 1.171  -0.006
H47 4.942 -1.652 3.222  0.000
H48 4.140 -0.692 4.461  0.000
H49 5.190 0.090 3.260  0.000
H50 2.855 1.194 4.557  0.000
H51 2.075 2.355 3.459  0.000
H52 3.822 2.043 3.358  0.000
C27 5.986 -1.188 -1.987  0.001
Ge1 4.348 -1.765 -2.886  0.000
C28 4.715 -2.158 -4.764  0.000
C29 3.578 -3.314 -1.979  0.000
C30 3.045 -0.250 -2.904  -0.005
Se1 3.072 0.861 -1.299  0.048
C31 2.827 2.591 -2.150  -0.004
H53 6.757 -1.948 -2.132  0.000
H54 5.847 -1.045 -0.913  -0.001
H55 6.356 -0.248 -2.403  0.000
H56 5.431 -2.977 -4.855  0.000
H57 5.135 -1.283 -5.265  0.000
H58 3.801 -2.447 -5.287  0.000
H59 4.349 -4.061 -1.783  0.000
H60 2.803 -3.779 -2.593  0.000
H61 3.119 -3.037 -1.031  0.000
H62 2.024 -0.588 -3.076  0.005
H63 3.332 0.407 -3.727  -0.001
H64 3.704 2.819 -2.748  0.000
H65 2.719 3.339 -1.367  -0.001
H66 1.941 2.574 -2.773  0.002

orbital gap (spin up / spin down) = 7.9 / 9.1 eV
net charge = +1
multiplicity = 2
⟨S²⟩ = 0.859
energy = -14771.51701 a.u.
ΔE to the lowest compared entry with this formula, charge and spin = 102.4 kJ/mol

---

This record from the Open Molecules 2025 dataset describes a 4-piece molecular cluster, C31H66Cl2FN2O7S4 overall at a distorted geometry. The level of theory is ωB97M-V/def2-TZVPD.

Each line ends with the Mulliken charge.
Cartesian coordinates (Å):
C1 7.714 3.236 0.467  -0.792
O1 6.697 2.297 0.179  -0.350
C2 6.440 1.412 1.264  -0.659
C3 5.788 0.145 0.706  -0.663
C4 4.319 -0.050 1.138  -0.552
C5 3.425 -0.626 0.015  -0.881
C6 2.452 -1.707 0.530  -1.172
C7 1.312 -1.057 1.297  -0.027
C8 0.251 -2.054 1.822  -1.179
C9 -1.181 -1.777 1.324  -0.456
C10 -2.246 -1.657 2.446  -1.611
C11 -3.221 -0.475 2.605  -0.931
N1 -3.537 0.559 1.553  0.674
C12 -2.415 1.544 1.201  1.738
C13 -1.133 1.331 2.017  -0.079
C14 -0.067 2.423 1.866  -0.320
O2 0.641 2.731 2.814  -0.524
C15 -2.935 2.984 1.487  -1.908
C16 -3.029 3.400 2.962  0.841
C17 -4.286 4.229 3.292  -1.531
F1 -1.920 4.162 3.297  -0.418
C18 -2.087 1.477 -0.279  -2.689
N2 -3.255 1.902 -1.043  0.826
C19 -2.983 1.825 -2.481  -0.566
O3 -1.935 2.645 -2.868  -0.433
C20 -2.085 4.002 -2.468  -0.600
C21 -4.497 1.195 -0.751  -3.682
O4 -5.507 2.145 -0.518  -0.496
C22 -4.405 0.133 0.382  1.874
S1 -3.703 -1.288 -0.558  -0.260
C23 -5.798 -0.375 0.908  -0.525
Cl1 -6.920 -0.537 -0.461  -0.067
C24 -6.443 0.334 2.125  0.373
C25 -6.652 1.834 2.063  -0.981
Cl2 -8.056 -0.405 2.448  -0.141
H1 7.763 3.476 1.529  0.378
H2 8.690 2.862 0.156  0.269
H3 7.494 4.151 -0.080  0.239
H4 7.395 1.149 1.720  0.408
H5 5.790 1.903 1.991  0.493
H6 5.830 0.219 -0.374  0.335
H7 6.342 -0.727 1.042  0.285
H8 4.276 -0.751 1.973  0.360
H9 3.898 0.885 1.501  0.294
H10 2.797 0.190 -0.348  0.232
H11 4.014 -0.997 -0.818  0.584
H12 3.003 -2.381 1.183  0.462
H13 2.062 -2.235 -0.340  0.410
H14 1.701 -0.438 2.105  0.322
H15 0.824 -0.370 0.601  0.251
H16 0.553 -3.030 1.447  0.533
H17 0.289 -2.132 2.907  0.352
H18 -1.201 -0.924 0.657  0.147
H19 -1.465 -2.608 0.684  0.850
H20 -1.706 -1.714 3.389  0.668
H21 -2.827 -2.578 2.439  0.430
H22 -4.185 -0.872 2.915  0.536
H23 -2.932 0.108 3.476  0.640
H24 -4.183 1.174 2.055  0.151
H25 -0.585 0.433 1.741  -1.439
H26 -1.287 1.278 3.090  0.771
H27 0.122 2.874 0.874  0.401
H28 -3.942 3.069 1.079  0.674
H29 -2.351 3.690 0.905  0.792
H30 -3.058 2.510 3.599  0.090
H31 -3.983 5.144 3.789  0.458
H32 -4.957 3.682 3.948  0.342
H33 -4.846 4.512 2.403  0.360
H34 -1.714 0.496 -0.593  0.261
H35 -1.288 2.174 -0.501  1.146
H36 -2.729 0.799 -2.765  0.361
H37 -3.893 2.097 -3.028  0.531
H38 -1.669 4.183 -1.476  0.147
H39 -1.520 4.602 -3.173  0.317
H40 -3.134 4.292 -2.475  0.293
H41 -4.781 0.626 -1.635  1.546
H42 -6.221 2.005 -1.140  0.419
H43 -3.769 -2.220 0.401  0.247
H44 -5.642 -1.401 1.228  0.702
H45 -5.914 0.085 3.042  0.241
H46 -7.163 2.140 2.972  0.559
H47 -5.706 2.369 2.019  0.077
H48 -7.277 2.119 1.227  0.204
C26 8.823 1.145 -2.709  -1.114
S2 8.515 -0.062 -1.415  0.775
O5 9.433 0.258 -0.286  -0.683
C27 9.213 -1.461 -2.292  -1.069
H49 8.494 2.116 -2.344  0.290
H50 9.889 1.175 -2.934  0.378
H51 8.252 0.875 -3.596  0.368
H52 10.254 -1.249 -2.544  0.404
H53 8.632 -1.656 -3.191  0.411
H54 9.159 -2.329 -1.643  0.201
C28 9.856 -5.519 -1.363  -0.943
S3 8.826 -5.612 -2.833  0.465
O6 8.166 -4.287 -2.983  -0.551
C29 7.604 -6.729 -2.136  -0.948
H55 10.670 -4.827 -1.569  0.313
H56 9.263 -5.153 -0.524  0.287
H57 10.262 -6.505 -1.143  0.402
H58 7.167 -6.280 -1.244  0.296
H59 8.080 -7.679 -1.892  0.378
H60 6.833 -6.888 -2.886  0.314
C30 -10.236 -1.270 -3.167  -0.990
S4 -8.478 -1.632 -3.257  0.730
O7 -7.892 -0.732 -4.283  -0.653
C31 -8.657 -3.256 -4.001  -1.033
H61 -10.351 -0.266 -2.764  0.293
H62 -10.667 -1.317 -4.167  0.357
H63 -10.720 -1.989 -2.507  0.357
H64 -9.199 -3.165 -4.942  0.343
H65 -9.188 -3.913 -3.313  0.347
H66 -7.660 -3.650 -4.188  0.311

orbital gap = 7.3 eV
net charge = +1
energy = -4469.52260 a.u.

---

This record from the Open Molecules 2025 dataset describes a 4-piece molecular cluster, C31H66FN2O9 overall at a distorted geometry. The level of theory is ωB97M-V/def2-TZVPD.

Each line ends with the Mulliken charge.
Cartesian coordinates (Å):
C1 3.352 4.338 0.125  -1.075
C2 2.417 3.971 -1.100  -0.213
C3 0.963 3.470 -0.635  -0.624
C4 0.470 2.282 -1.490  -0.294
C5 1.036 0.925 -1.507  -0.027
C6 2.224 0.361 -0.644  0.901
F1 2.835 1.373 0.134  -0.315
C7 3.236 -0.516 -1.464  -0.453
C8 4.514 0.261 -1.986  -0.999
N1 0.293 0.217 -2.459  0.144
C9 -0.712 0.955 -3.042  -0.815
N2 -0.574 2.168 -2.420  0.506
C10 -1.398 3.394 -2.606  -1.114
C11 -2.648 3.437 -1.597  0.502
C12 -2.908 2.018 -0.913  -1.150
C13 -2.397 4.436 -0.378  -1.246
H1 3.679 5.407 0.147  0.330
H2 2.884 4.013 1.090  0.304
H3 4.294 3.730 0.006  0.236
H4 2.887 3.144 -1.689  0.041
H5 2.342 4.855 -1.794  0.525
H6 0.308 4.383 -0.716  0.162
H7 0.996 3.239 0.465  0.316
H8 1.726 -0.334 0.094  -0.217
H9 3.613 -1.317 -0.766  0.417
H10 2.732 -1.069 -2.307  0.248
H11 4.662 1.251 -1.484  0.205
H12 4.525 0.366 -3.100  0.243
H13 5.418 -0.353 -1.711  0.348
H14 0.450 -0.758 -2.712  0.403
H15 -1.463 0.690 -3.810  0.492
H16 -0.768 4.321 -2.519  0.463
H17 -1.829 3.441 -3.648  0.417
H18 -3.592 3.695 -2.155  0.416
H19 -3.715 2.105 -0.130  0.422
H20 -3.168 1.235 -1.671  0.264
H21 -1.986 1.710 -0.335  0.160
H22 -3.362 4.570 0.168  0.390
H23 -1.897 5.387 -0.684  0.336
H24 -1.704 3.876 0.319  0.277
C14 0.749 2.042 -5.929  -0.672
O1 1.343 1.182 -6.873  -0.348
C15 1.370 -0.177 -6.457  -0.169
C16 1.029 -1.117 -7.603  -0.439
O2 -0.332 -1.083 -8.017  -0.481
C17 -0.782 0.086 -8.701  -0.200
C18 -0.178 0.289 -10.081  -0.587
O3 1.179 0.700 -9.989  -0.283
C19 2.001 0.141 -10.998  -0.814
H25 1.438 2.223 -5.095  0.349
H26 0.526 2.987 -6.426  0.398
H27 -0.195 1.630 -5.555  0.167
H28 0.668 -0.352 -5.629  0.021
H29 2.388 -0.391 -6.108  0.404
H30 1.198 -2.139 -7.250  0.436
H31 1.700 -0.978 -8.450  0.125
H32 -0.663 0.973 -8.078  -0.013
H33 -1.860 -0.052 -8.828  0.433
H34 -0.729 1.084 -10.602  0.402
H35 -0.277 -0.636 -10.659  0.358
H36 1.835 -0.937 -11.091  0.376
H37 3.039 0.298 -10.704  0.233
H38 1.821 0.636 -11.956  0.322
C20 1.941 0.064 2.918  -0.893
O4 1.449 -0.909 3.811  -0.290
C21 0.908 -2.049 3.154  -0.098
C22 1.304 -3.334 3.866  -0.318
O5 2.679 -3.682 3.740  -0.514
C23 3.618 -2.865 4.437  -0.195
C24 3.542 -2.964 5.952  -0.596
O6 2.384 -2.303 6.447  -0.247
C25 1.791 -2.971 7.543  -0.657
H39 1.111 0.617 2.462  0.409
H40 2.567 0.755 3.483  0.331
H41 2.567 -0.387 2.139  0.363
H42 1.238 -2.101 2.109  0.107
H43 -0.184 -1.948 3.174  0.264
H44 0.753 -4.153 3.396  0.458
H45 0.997 -3.325 4.911  -0.011
H46 3.559 -1.830 4.101  -0.039
H47 4.603 -3.229 4.129  0.449
H48 4.420 -2.469 6.390  0.420
H49 3.558 -4.019 6.248  0.351
H50 1.683 -4.043 7.343  0.401
H51 0.793 -2.555 7.688  0.039
H52 2.381 -2.812 8.450  0.329
C26 -6.207 -0.032 4.949  -0.793
O7 -5.719 -1.157 5.652  -0.289
C27 -5.850 -2.373 4.926  -0.535
C28 -4.614 -3.247 5.085  -0.269
O8 -3.450 -2.763 4.420  -0.477
C29 -2.825 -1.598 4.953  -0.186
C30 -2.179 -1.793 6.317  -0.384
O9 -3.161 -1.901 7.337  -0.349
C31 -2.820 -2.836 8.341  -0.760
H53 -7.301 -0.018 4.964  0.325
H54 -5.829 0.863 5.445  0.236
H55 -5.844 -0.021 3.915  0.344
H56 -6.021 -2.182 3.860  0.329
H57 -6.718 -2.904 5.333  0.407
H58 -4.833 -4.211 4.617  0.426
H59 -4.405 -3.461 6.133  0.066
H60 -3.514 -0.752 4.952  0.088
H61 -2.033 -1.344 4.243  0.265
H62 -1.557 -0.918 6.552  0.393
H63 -1.532 -2.679 6.288  0.246
H64 -2.482 -3.782 7.904  0.351
H65 -3.719 -3.039 8.925  0.256
H66 -2.050 -2.427 9.001  0.302

orbital gap = 7.8 eV
net charge = +1
energy = -2106.82372 a.u.

---

This record from the Open Molecules 2025 dataset describes a 10-piece molecular cluster, C31H67BrN11O11P overall at a distorted geometry. The level of theory is ωB97M-V/def2-TZVPD.

Each line ends with the Mulliken charge.
Cartesian coordinates (Å):
N1 1.420 3.305 -0.040  -0.547
C1 0.469 3.914 -0.252  0.062
C2 -0.823 4.563 -0.479  -0.452
C3 -1.956 3.796 0.225  1.201
O1 -2.179 2.559 -0.449  -0.510
C4 -1.575 3.467 1.610  -0.108
N2 -1.293 3.147 2.676  -0.536
P1 -3.482 4.893 0.313  0.339
O2 -4.570 3.804 0.866  -0.483
Br1 -3.967 5.087 -1.871  -0.205
H1 -1.008 4.600 -1.544  0.413
H2 -0.747 5.569 -0.064  -0.032
H3 -3.088 2.516 -0.776  0.472
H4 -4.161 2.970 1.144  0.403
C5 0.179 0.102 1.632  -0.028
N3 -0.367 -0.012 2.977  0.001
C6 -0.539 -1.126 3.729  0.661
C7 -0.121 -2.445 3.117  -0.764
O3 -1.011 -1.060 4.856  -0.705
H5 1.055 0.743 1.647  -0.096
H6 -0.576 0.554 0.983  -0.059
H7 0.465 -0.861 1.233  0.090
H8 -0.663 0.833 3.441  0.227
H9 -0.316 -3.234 3.837  0.369
H10 -0.687 -2.652 2.209  0.037
H11 0.943 -2.440 2.877  0.168
C8 0.947 8.868 -4.747  -0.932
N4 0.226 8.310 -3.617  -0.166
C9 0.277 7.049 -3.132  0.864
C10 1.186 6.063 -3.824  -1.440
O4 -0.402 6.733 -2.158  -0.650
H12 1.567 9.703 -4.419  0.302
H13 0.243 9.233 -5.495  0.307
H14 1.585 8.119 -5.204  0.354
H15 -0.403 8.913 -3.109  0.263
H16 1.115 5.105 -3.317  0.290
H17 0.891 5.931 -4.865  0.390
H18 2.222 6.400 -3.785  0.378
C11 -2.996 -3.177 -0.716  -0.880
N5 -1.592 -3.466 -0.453  0.138
C12 -0.907 -4.606 -0.693  0.882
C13 -1.660 -5.749 -1.324  -1.180
O5 0.284 -4.686 -0.404  -0.616
H19 -3.071 -2.333 -1.402  0.227
H20 -3.495 -2.918 0.213  0.263
H21 -3.498 -4.028 -1.158  0.338
H22 -1.028 -2.740 -0.040  0.067
H23 -0.977 -6.585 -1.449  0.299
H24 -2.486 -6.064 -0.685  0.391
H25 -2.052 -5.451 -2.298  0.180
C14 -1.613 -3.592 -7.347  -0.839
N6 -2.141 -3.561 -5.996  -0.156
C15 -2.433 -4.607 -5.183  0.774
C16 -2.189 -5.998 -5.720  -1.348
O6 -2.874 -4.417 -4.060  -0.639
H26 -0.659 -3.065 -7.389  0.283
H27 -2.308 -3.104 -8.032  0.290
H28 -1.461 -4.614 -7.676  0.317
H29 -2.325 -2.663 -5.577  0.235
H30 -2.470 -6.715 -4.955  0.270
H31 -2.792 -6.180 -6.610  0.395
H32 -1.136 -6.140 -5.966  0.380
C17 -6.812 -5.293 3.462  -0.841
N7 -6.371 -4.876 2.144  -0.148
C18 -6.161 -3.614 1.687  0.794
C19 -6.411 -2.476 2.648  -1.347
O7 -5.783 -3.423 0.542  -0.640
H33 -6.062 -5.937 3.923  0.286
H34 -7.746 -5.852 3.386  0.290
H35 -6.973 -4.433 4.103  0.321
H36 -6.187 -5.589 1.456  0.225
H37 -6.199 -1.543 2.135  0.274
H38 -7.450 -2.468 2.977  0.408
H39 -5.759 -2.554 3.519  0.385
C20 2.837 -5.905 -1.554  -0.563
N8 3.493 -6.898 -2.395  -0.120
C21 4.052 -8.078 -2.028  0.712
C22 4.006 -8.436 -0.560  -1.139
O8 4.568 -8.814 -2.855  -0.666
H40 1.812 -5.762 -1.884  0.170
H41 3.363 -4.953 -1.648  0.209
H42 2.825 -6.202 -0.513  0.251
H43 3.556 -6.717 -3.384  0.211
H44 4.489 -9.399 -0.428  0.289
H45 4.534 -7.691 0.037  0.321
H46 2.975 -8.506 -0.211  0.333
C23 5.638 -1.891 2.494  -0.996
N9 4.595 -1.094 1.883  -0.061
C24 3.585 -1.502 1.082  0.743
C25 3.497 -2.972 0.749  -1.391
O9 2.754 -0.708 0.652  -0.691
H47 5.582 -1.793 3.579  0.289
H48 6.617 -1.539 2.165  0.299
H49 5.532 -2.936 2.223  0.386
H50 4.598 -0.104 2.080  0.265
H51 2.633 -3.134 0.109  0.262
H52 4.393 -3.298 0.219  0.539
H53 3.372 -3.566 1.656  0.365
C26 1.738 2.691 3.508  -0.716
N10 2.781 1.684 3.635  0.190
C27 3.840 1.646 4.472  0.870
C28 3.996 2.786 5.450  -1.371
O10 4.643 0.719 4.427  -0.640
H54 0.777 2.225 3.688  0.112
H55 1.762 3.082 2.491  0.171
H56 1.872 3.509 4.208  0.397
H57 2.729 0.890 3.012  -0.087
H58 4.888 2.610 6.043  0.333
H59 4.104 3.734 4.921  0.339
H60 3.134 2.843 6.115  0.355
C29 2.261 8.450 0.105  -0.955
N11 0.834 8.250 0.259  0.060
C30 0.034 8.634 1.293  0.955
C31 0.676 9.366 2.447  -1.416
O11 -1.157 8.377 1.262  -0.639
H61 2.466 9.033 -0.795  0.269
H62 2.768 7.487 0.014  0.276
H63 2.671 8.978 0.960  0.410
H64 0.336 7.766 -0.478  0.072
H65 -0.095 9.594 3.177  0.308
H66 1.439 8.748 2.921  0.355
H67 1.129 10.299 2.110  0.380

orbital gap = 8.8 eV
SMILES = N#CC[C@@](O)(C#N)P(O)Br.CNC(C)=O.CNC(C)=O.CNC(C)=O.CNC(C)=O.CNC(C)=O.CNC(C)=O.CNC(C)=O.CNC(C)=O.CNC(C)=O
energy = -5566.88307 a.u.